89
Properties=species:S:1:pos:R:3:forces:R:3:lowdin_charge:R:1 method="wB97M-V/def2-TZVPD" spin_multiplicity=1 relative_energy_ev=0.000 lumo_ha=0.073 total_energy_ev=-91790.382 charge=-1 orbital_gap_ev=6.270
Sr 0.185065 -2.017003 -0.009217 -0.2080 0.7481 -0.7144 1.51
S -4.361141 4.489840 2.738606 -0.0399 -0.0113 0.0231 0.94
S -4.741661 6.950872 1.052752 0.0167 -0.0384 0.0154 0.50
S -2.798598 1.951972 3.229060 -0.1961 -0.0273 -0.0051 0.50
F 0.948606 -4.311935 -0.638482 0.1306 -0.1409 0.0662 -0.01
F 1.182127 -5.432541 1.359976 -0.0025 -0.0117 0.0226 0.11
F -0.188496 -6.292577 -0.273175 -0.0713 0.0106 0.0174 0.17
F -0.770521 -4.334576 0.835425 0.0574 0.0032 0.0376 0.04
N 0.936477 0.427968 1.032269 -0.0767 -0.0943 0.2189 0.07
N -2.503593 3.679336 1.188275 -0.2703 0.0888 -0.1042 -0.02
N -3.015077 4.872993 0.688414 -0.0045 -0.0433 -0.0656 -0.16
N -0.502258 -1.826891 2.622171 0.1959 0.0506 -0.0538 0.05
N 2.302430 -2.047326 1.685107 0.0538 -0.0925 0.1619 -0.22
N 2.759237 -1.940304 -1.032229 0.0531 -0.1283 0.0740 0.08
C 3.630340 -2.652497 -0.317620 0.0283 -0.0405 0.0779 -0.27
C 0.211051 -2.867922 -3.798449 0.0216 0.0008 0.0050 -0.05
C 3.060772 -1.665743 -2.302122 -0.0239 -0.0164 0.0151 -0.10
C -3.120838 3.324742 2.280897 -0.0100 0.0229 0.0662 -1.18
C -1.645781 -1.322256 3.074226 -0.0177 0.0129 -0.0484 -0.13
C -1.830318 -0.909504 4.385897 0.0210 -0.0310 0.0087 -0.10
C 0.533326 -1.922752 3.466197 0.0132 0.0031 0.0454 -0.27
C -0.474505 -1.860699 -2.916202 -0.1426 -0.1091 -0.0867 -0.30
C 1.177301 2.456762 2.921671 0.0316 -0.0562 -0.0519 -0.05
C 0.444182 -1.509980 4.785072 -0.0466 -0.0265 -0.0214 -0.02
C -2.491427 6.256019 -2.708599 0.0048 0.0075 -0.0042 -0.08
C 4.822389 -3.127331 -0.851475 -0.0134 0.0490 -0.0297 -0.02
C -2.019245 -0.938812 -1.494622 -0.1979 -0.0308 0.0242 -0.33
C 1.922763 0.411460 1.937573 0.1020 -0.0166 0.0547 -0.28
C -1.193072 0.099261 -1.978162 0.0406 -0.0790 0.0331 -0.28
C 0.056366 1.427680 1.095235 0.0563 -0.0537 0.0108 -0.11
C -0.242005 -0.467441 -2.854784 0.0233 -0.0115 0.1286 -0.27
C 1.793553 -2.584258 2.953369 -0.0311 0.0532 0.0559 -0.12
C 5.118967 -2.851105 -2.173678 0.0018 -0.0003 -0.0032 -0.06
C -1.598664 -2.147502 -2.102634 0.1125 -0.1633 0.2367 -0.36
C -2.206573 -3.512616 -1.911644 -0.1026 0.0200 -0.1314 -0.05
C -3.998397 5.488917 1.370869 -0.0167 0.0718 -0.0126 -1.13
C 0.666453 0.360520 -3.719731 -0.0035 -0.0014 -0.0036 -0.07
C -1.454233 1.572367 -1.874538 0.0440 0.0970 0.0105 -0.07
C -1.106347 6.228246 -2.791135 -0.0087 0.0049 -0.0147 -0.10
C 3.277150 -2.976346 1.114899 0.0182 0.0143 0.0118 -0.14
C -0.999656 5.322939 -0.566921 0.0072 -0.0532 0.0036 -0.02
C 4.224199 -2.096313 -2.914989 0.0080 0.0003 -0.0035 -0.05
C -2.384692 5.358404 -0.493059 -0.0174 0.0138 0.0159 -0.22
C 0.141650 2.468154 2.010068 0.1566 0.0878 0.1443 -0.09
C -3.215564 -0.760278 -0.596280 0.0057 0.0147 -0.0200 -0.05
C -0.760876 -1.002086 5.253168 0.0115 0.0362 0.0015 -0.05
C 2.077803 1.400010 2.894078 -0.0139 -0.0178 -0.0456 -0.03
C 2.911442 -0.724225 1.852975 -0.0233 0.0305 -0.0029 -0.13
C -0.363246 5.757804 -1.718183 0.0129 -0.0331 -0.0114 -0.09
C -3.137780 5.819737 -1.562628 0.0028 -0.0108 0.0143 -0.05
B 0.275599 -5.156182 0.330122 0.0647 0.0138 -0.0990 -1.26
H -0.852334 -0.661421 6.276689 -0.0004 -0.0145 0.0010 0.11
H 4.204145 -2.993172 1.710404 -0.0039 -0.0193 0.0103 0.14
H 1.089190 -2.445213 -4.291928 -0.0055 0.0054 -0.0040 0.05
H -3.037924 -0.029777 0.200361 0.0056 0.0018 -0.0066 0.06
H 1.184942 -0.245636 -4.467071 0.0053 -0.0001 0.0044 0.06
H -0.436711 4.933404 0.269805 0.0143 0.0011 -0.0031 0.10
H -1.469056 -4.309211 -2.032931 0.0075 0.0012 0.0152 0.07
H 2.325216 -1.086060 -2.838208 -0.0082 -0.0002 -0.0032 0.07
H 5.496258 -3.705997 -0.232986 0.0047 0.0042 0.0019 0.11
H -0.453471 -3.228877 -4.590616 -0.0022 -0.0026 0.0027 0.08
H 2.561344 -2.516884 3.739546 0.0356 -0.0392 -0.0338 0.13
H 2.882406 1.329170 3.615164 0.0148 -0.0021 0.0038 0.11
H -1.895489 1.955864 -2.803040 -0.0034 -0.0120 -0.0053 0.08
H 0.548375 -3.748477 -3.242565 0.0049 0.0051 0.0022 0.07
H 6.036678 -3.214893 -2.618339 0.0018 0.0004 0.0028 0.11
H -3.078027 6.613427 -3.545391 0.0011 -0.0021 0.0015 0.10
H -3.503576 -1.702969 -0.121736 0.0033 0.0064 0.0090 0.06
H 1.307837 -1.583885 5.433465 -0.0005 -0.0052 -0.0017 0.11
H 0.716962 5.716447 -1.778948 -0.0024 0.0145 0.0036 0.10
H -2.780155 -0.492248 4.686381 0.0065 0.0154 0.0142 0.08
H -2.449306 -1.222011 2.353890 -0.0147 0.0026 0.0096 0.10
H 3.556686 -0.543491 0.991396 -0.0210 0.0029 -0.0159 0.13
H -3.004754 -3.708863 -2.637503 0.0076 0.0066 -0.0074 0.08
H 1.263996 3.237506 3.666579 0.0057 0.0019 0.0058 0.11
H 1.571299 -3.641643 2.793569 -0.0151 -0.0005 -0.0018 0.12
H 0.092864 1.113212 -4.270922 0.0071 -0.0051 -0.0034 0.08
H 1.425136 0.911499 -3.150453 -0.0099 0.0024 -0.0033 0.07
H 4.413564 -1.847752 -3.949943 -0.0027 0.0002 -0.0009 0.11
H -0.538647 2.150055 -1.709801 -0.0332 0.0185 0.0146 0.07
H -0.626845 3.227575 2.012409 0.2162 -0.0801 -0.0459 0.05
H 2.852503 -3.981573 1.145180 -0.0066 0.0044 -0.0150 0.12
H 3.552636 -0.712607 2.747478 0.0185 -0.0231 -0.0129 0.13
H -2.650771 -3.640860 -0.921961 0.0115 0.0014 0.0073 0.07
H -0.770757 1.385456 0.403225 -0.0042 0.0239 -0.0148 0.08
H -0.608600 6.563358 -3.692329 -0.0004 0.0007 0.0020 0.09
H -4.095384 -0.407745 -1.145148 -0.0092 -0.0117 -0.0069 0.08
H -4.214608 5.839331 -1.488713 0.0051 -0.0055 -0.0016 0.09
H -2.150306 1.827958 -1.072821 0.0089 -0.0146 0.0080 0.06